A molecular structure, C25H31AsN6O2PtS5Se, computed with ωB97M-V with the def2-TZVPD basis set.

Results
Frontier orbital gap: 3.343 eV
Net charge: -2
Molar mass: 956.9 g/mol
HOMO energy: 0.56 eV
Max |F|: 1.751 eV/A

Each line ends with the Löwdin charge.
Geometry (Å):
1 Pt 0.3745 -0.0715 0.2720  0.33
2 S -0.9501 -0.0208 -4.0884  -0.42
3 As -1.1795 1.8402 -3.0635  -0.28
4 S -1.1151 -1.5492 -0.6147  -0.04
5 S -0.2965 1.7351 -0.9523  -0.23
6 S -3.2715 2.3146 -2.8456  -0.39
7 N 5.0855 -6.6872 0.7476  0.07
8 C 4.3770 -5.5637 1.1969  -0.33
9 C 5.0082 -4.6014 1.9854  -0.05
10 C 4.2804 -3.5548 2.5302  -0.06
11 C 2.9218 -3.4663 2.2828  -0.28
12 C 2.2867 -4.3940 1.4674  -0.05
13 C 3.0144 -5.4357 0.9214  -0.03
14 S 1.9381 -2.2233 3.0802  0.56
15 O 2.6859 -1.7154 4.2058  -0.33
16 O 0.6993 -2.8897 3.4066  -0.36
17 N 1.6369 -1.1141 1.9532  -0.18
18 C 2.5222 -0.0957 1.7851  -0.49
19 N 3.7960 -0.1369 2.1978  0.13
20 C 4.5138 0.9572 1.9634  -0.15
21 C 4.0242 2.0700 1.2993  -0.07
22 C 2.7123 2.0035 0.8487  -0.13
23 N 1.9676 0.9459 1.0920  -0.09
24 H 6.0810 -6.5654 0.6886  0.07
25 H 4.6937 -7.1380 -0.0601  0.08
26 H 6.0744 -4.6870 2.1736  0.10
27 H 4.7439 -2.8027 3.1579  0.11
28 H 1.2240 -4.2915 1.2829  0.11
29 H 2.5304 -6.1686 0.2832  0.11
30 H 5.5401 0.9230 2.3197  0.10
31 H 4.6356 2.9405 1.1123  0.09
32 H 2.2347 2.7997 0.2880  0.09
33 C -4.2361 -2.1880 -3.2482  -0.12
34 C -5.0730 -1.0103 -2.7498  -0.27
35 C -4.5229 -0.3908 -1.4701  -0.27
36 C -4.7551 -1.3127 -0.2821  -0.16
37 N -4.3502 -0.7379 1.0044  0.01
38 C -3.1389 -0.8776 1.5783  -0.52
39 Se -1.9806 -2.3422 1.2632  0.60
40 N -3.1287 -0.1403 2.7042  0.00
41 C -2.0090 -0.0647 3.6374  -0.13
42 C -2.3611 -0.5311 5.0558  -0.18
43 C -2.5942 -2.0381 5.2149  -0.24
44 C -3.9316 -2.5351 4.6537  -0.10
45 C -4.3051 0.5739 2.7988  -0.14
46 C -4.7514 1.5257 3.7049  0.00
47 C -6.0148 2.0517 3.4930  -0.09
48 C -6.8015 1.6506 2.4098  -0.09
49 C -6.3457 0.7199 1.4927  0.01
50 C -5.0818 0.1930 1.7075  -0.13
51 H -4.6921 -2.6419 -4.1323  0.06
52 H -4.1215 -2.9683 -2.4838  0.06
53 H -3.2352 -1.8403 -3.5269  0.02
54 H -6.1190 -1.3251 -2.5888  0.09
55 H -5.0614 -0.2326 -3.5142  0.08
56 H -4.9960 0.5795 -1.2886  0.07
57 H -3.4507 -0.2116 -1.5812  0.04
58 H -4.1934 -2.2346 -0.4085  0.07
59 H -5.8174 -1.5603 -0.2002  0.12
60 H -1.6582 0.9672 3.6716  0.13
61 H -1.2072 -0.6859 3.2468  0.07
62 H -3.2442 0.0037 5.4195  0.09
63 H -1.5134 -0.2484 5.6834  0.11
64 H -2.5644 -2.2655 6.2843  0.10
65 H -1.7696 -2.5670 4.7368  0.10
66 H -4.7612 -1.8957 4.9740  0.07
67 H -4.1340 -3.5499 5.0026  0.07
68 H -3.9252 -2.5660 3.5642  0.04
69 H -4.1413 1.8604 4.5319  0.11
70 H -6.3903 2.7978 4.1822  0.10
71 H -7.7820 2.0888 2.2687  0.10
72 H -6.9389 0.4390 0.6336  0.12